{"formula": "C2H4ClFO", "method": "wB97M-V/def2-TZVPD", "elements": ["C", "C", "H", "H", "H", "H", "O", "F", "Cl"], "xyz": [[0.630, -0.050, -0.265], [-0.641, 0.259, 0.530], [0.189, -1.908, -0.926], [1.464, -0.460, 0.581], [1.002, 1.009, -0.865], [-0.109, 0.558, 1.546], [0.295, -0.750, -1.350], [-1.453, -0.578, 0.757], [-1.377, 1.920, -0.007]], "nbo_charge": [-0.114, 0.279, 0.444, 0.169, 0.220, 0.118, -0.670, -0.275, -0.172], "homo_ha": -0.377, "lumo_ev": 0.14, "energy_ha": -713.7651, "e_above_lowest_kj_mol": 324.4, "homo_lumo_gap_ev": 10.40}

---

{"formula": "CH3O4P", "method": "wB97M-V/def2-TZVPD", "elements": ["C", "O", "O", "O", "O", "P", "H", "H", "H"], "xyz": [[2.160, 0.710, 0.221], [3.202, 0.544, -0.280], [-0.891, 1.618, -0.109], [-1.427, -0.608, -0.567], [0.954, -0.114, -0.308], [-0.496, 0.189, 0.484], [1.661, 1.430, 0.936], [-0.643, 1.475, -1.017], [-1.532, -1.529, -0.540]], "nbo_charge": [0.662, -0.472, -0.974, -1.007, -0.881, 1.531, 0.149, 0.487, 0.506], "homo_ha": -0.365, "lumo_ev": 0.78, "energy_ha": -682.2618, "smiles": "O=COP(O)O", "e_above_lowest_kj_mol": 85.4, "homo_lumo_gap_ev": 10.70}

---

{"formula": "C6H13NO2", "method": "wB97M-V/def2-TZVPD", "elements": ["C", "C", "C", "C", "N", "C", "C", "O", "O", "H", "H", "H", "H", "H", "H", "H", "H", "H", "H", "H", "H", "H"], "xyz": [[0.565, 0.924, 0.390], [1.207, -1.184, -0.615], [0.795, 2.150, -0.352], [-2.141, -0.386, 1.093], [-0.809, -0.937, 0.824], [-0.084, -0.257, -0.270], [-0.748, -0.025, -1.568], [1.053, 0.753, 1.604], [2.063, -1.526, 0.459], [0.594, -0.075, 1.913], [2.635, -0.781, 0.678], [-0.869, -1.931, 0.637], [1.741, -0.706, -1.437], [0.789, -2.125, -0.958], [-0.138, 2.256, -0.957], [1.026, 2.991, 0.303], [1.576, 2.071, -1.117], [-2.051, 0.686, 1.280], [-2.850, -0.526, 0.271], [-2.547, -0.851, 1.994], [-1.698, -0.520, -1.726], [-0.109, -0.003, -2.444]], "nbo_charge": [0.569, -0.075, -0.756, -0.412, -0.654, -0.059, -0.731, -0.639, -0.723, 0.530, 0.467, 0.377, 0.167, 0.191, 0.299, 0.240, 0.250, 0.194, 0.190, 0.200, 0.190, 0.184], "homo_ha": [-0.247, -0.192], "lumo_ev": [0.24, -0.83], "energy_ha": -441.4743, "e_above_lowest_kj_mol": 540.1, "homo_lumo_gap_ev": [6.97, 4.40]}

---

{"formula": "C37H91N11O13", "method": "wB97M-V/def2-TZVPD", "elements": ["C", "O", "N", "N", "H", "H", "H", "H", "C", "O", "N", "N", "H", "H", "H", "H", "C", "O", "N", "N", "H", "H", "H", "H", "C", "O", "N", "N", "H", "H", "H", "H", "C", "C", "O", "O", "H", "H", "H", "H", "H", "H", "C", "C", "O", "O", "H", "H", "H", "H", "H", "H", "C", "C", "O", "O", "H", "H", "H", "H", "H", "H", "C", "C", "C", "C", "C", "C", "N", "O", "C", "C", "C", "H", "H", "H", "H", "H", "H", "H", "H", "H", "H", "H", "H", "H", "H", "H", "H", "H", "H", "H", "C", "C", "C", "C", "C", "C", "N", "O", "C", "C", "C", "H", "H", "H", "H", "H", "H", "H", "H", "H", "H", "H", "H", "H", "H", "H", "H", "H", "H", "H", "C", "C", "C", "C", "C", "C", "N", "O", "C", "C", "C", "H", "H", "H", "H", "H", "H", "H", "H", "H", "H", "H", "H", "H", "H", "H", "H", "H", "H", "H"], "xyz": [[2.240, 3.563, -2.837], [1.540, 4.542, -2.722], [2.551, 2.909, -4.023], [2.689, 2.995, -1.667], [2.702, 1.871, -4.063], [1.909, 3.206, -4.716], [2.322, 3.288, -0.806], [3.296, 2.164, -1.647], [-0.368, -3.789, 0.453], [-0.728, -4.319, -0.607], [-0.208, -4.484, 1.613], [-0.143, -2.462, 0.639], [-0.300, -5.521, 1.523], [0.050, -4.174, 2.535], [0.253, -2.147, 1.545], [0.243, -2.003, -0.132], [0.215, 0.995, -0.011], [1.177, 1.556, 0.609], [0.264, 0.434, -1.226], [-1.023, 1.013, 0.548], [-0.589, 0.019, -1.601], [1.104, 0.450, -1.721], [-1.085, 1.381, 1.463], [-1.810, 0.560, 0.056], [0.679, 2.422, 4.106], [-0.371, 1.803, 3.917], [1.681, 2.464, 3.240], [0.807, 2.985, 5.328], [2.577, 2.827, 3.364], [1.521, 2.031, 2.344], [0.062, 2.709, 5.988], [1.762, 3.206, 5.673], [5.212, 1.724, 2.088], [4.926, 1.554, 0.617], [3.821, 0.725, 0.444], [4.415, 2.770, 2.641], [6.260, 1.882, 2.326], [4.815, 0.915, 2.673], [5.847, 1.021, 0.214], [4.795, 2.559, 0.179], [2.936, 1.097, 0.650], [4.796, 3.660, 2.621], [-4.247, 2.289, 4.185], [-3.450, 2.473, 5.447], [-2.265, 3.162, 5.191], [-3.450, 1.710, 3.152], [-4.452, 3.327, 3.861], [-5.167, 1.764, 4.355], [-3.278, 1.464, 5.851], [-4.020, 3.158, 6.068], [-1.689, 2.672, 4.495], [-3.919, 1.021, 2.703], [-2.622, -1.970, -2.009], [-1.866, -2.399, -3.269], [-2.608, -1.945, -4.429], [-2.533, -0.566, -1.763], [-2.213, -2.445, -1.092], [-3.644, -2.291, -2.175], [-1.814, -3.471, -3.384], [-0.835, -2.045, -3.172], [-2.407, -1.078, -4.694], [-2.919, -0.019, -2.471], [1.848, -2.520, -2.652], [3.203, -2.496, -2.214], [4.158, -3.570, -2.644], [4.546, -3.384, -4.123], [5.244, -2.034, -4.337], [4.421, -0.884, -3.855], [3.975, -1.207, -2.471], [3.119, -0.151, -2.054], [5.318, 0.305, -3.785], [3.217, -0.667, -4.780], [3.258, -2.619, -0.663], [1.370, -1.560, -2.466], [1.306, -3.288, -2.073], [1.742, -2.792, -3.726], [5.027, -3.631, -1.979], [3.658, -4.502, -2.521], [3.610, -3.373, -4.664], [5.161, -4.192, -4.495], [5.482, -1.925, -5.371], [6.129, -2.096, -3.752], [5.986, 0.320, -4.619], [4.795, 1.238, -3.732], [5.891, 0.391, -2.923], [3.523, 0.012, -5.607], [2.889, -1.581, -5.329], [2.405, -0.214, -4.317], [4.374, -2.347, -0.322], [2.855, -3.633, -0.368], [2.589, -1.947, -0.103], [3.523, 0.154, -1.201], [-5.391, -0.176, -4.138], [-5.126, 1.306, -3.722], [-5.502, 1.664, -2.324], [-5.122, 3.142, -1.950], [-3.539, 3.217, -2.105], [-3.067, 2.870, -3.453], [-3.599, 1.492, -3.782], [-3.059, 1.039, -5.034], [-3.371, 3.914, -4.649], [-1.540, 2.902, -3.457], [-5.896, 2.122, -4.764], [-4.901, -0.425, -5.076], [-6.437, -0.342, -4.305], [-4.934, -0.887, -3.375], [-6.584, 1.341, -2.187], [-4.893, 1.103, -1.662], [-5.358, 3.332, -0.852], [-5.582, 3.901, -2.546], [-3.073, 2.553, -1.344], [-3.203, 4.233, -1.981], [-2.806, 4.766, -4.400], [-2.853, 3.537, -5.475], [-4.386, 4.273, -4.812], [-1.206, 2.213, -2.661], [-1.268, 2.487, -4.432], [-1.062, 3.883, -3.420], [-6.339, 3.054, -4.566], [-6.792, 1.564, -4.986], [-5.267, 2.248, -5.708], [-3.410, 1.667, -5.699], [1.554, -0.726, 5.437], [1.083, -1.941, 4.669], [1.238, -3.106, 5.621], [0.209, -3.068, 6.745], [-1.124, -3.115, 6.163], [-1.350, -2.056, 5.122], [-0.234, -2.070, 4.087], [-0.448, -1.107, 3.093], [-2.644, -2.306, 4.336], [-1.509, -0.677, 5.779], [2.028, -2.172, 3.483], [0.974, -0.499, 6.391], [1.473, 0.199, 4.839], [2.638, -0.896, 5.748], [1.064, -4.029, 5.117], [2.218, -3.244, 6.058], [0.320, -2.133, 7.300], [0.357, -3.946, 7.393], [-1.800, -2.954, 7.003], [-1.289, -4.125, 5.761], [-2.756, -1.651, 3.466], [-2.602, -3.270, 3.864], [-3.526, -2.223, 5.004], [-1.087, -0.680, 6.799], [-0.901, 0.127, 5.228], [-2.609, -0.423, 5.877], [3.008, -2.502, 3.912], [2.204, -1.278, 2.928], [1.621, -2.905, 2.847], [-0.616, -0.232, 3.472]], "lowdin_charge": [-0.661, 0.031, 0.160, 0.169, 0.079, 0.078, 0.075, 0.072, -0.670, -0.001, 0.153, 0.185, 0.127, 0.064, 0.071, 0.046, -0.574, -0.061, 0.212, 0.207, 0.081, 0.052, 0.072, 0.101, -0.667, -0.050, 0.225, 0.169, 0.055, 0.062, 0.120, 0.126, -0.212, -0.242, -0.100, -0.102, 0.120, 0.119, 0.147, 0.123, 0.061, 0.104, -0.237, -0.279, -0.101, -0.063, 0.122, 0.113, 0.092, 0.122, 0.063, 0.069, -0.212, -0.188, -0.055, -0.117, 0.102, 0.107, 0.118, 0.097, 0.021, 0.051, -0.053, -0.547, -0.139, -0.147, -0.142, -0.521, -0.045, -0.107, -0.027, -0.018, -0.039, 0.063, 0.096, 0.101, 0.121, 0.114, 0.087, 0.109, 0.119, 0.116, 0.089, 0.059, 0.067, 0.101, 0.092, 0.038, 0.135, 0.102, 0.055, 0.063, -0.016, -0.486, -0.136, -0.115, -0.133, -0.491, -0.073, -0.058, -0.004, -0.035, -0.038, 0.078, 0.071, 0.093, 0.149, 0.090, 0.125, 0.082, 0.123, 0.122, 0.064, 0.053, 0.075, 0.079, 0.079, 0.089, 0.056, 0.074, 0.106, 0.084, -0.025, -0.541, -0.145, -0.202, -0.176, -0.477, -0.076, -0.054, -0.030, -0.022, -0.018, 0.087, 0.064, 0.118, 0.111, 0.121, 0.099, 0.129, 0.132, 0.134, 0.078, 0.071, 0.097, 0.078, 0.082, 0.087, 0.109, 0.071, 0.041, 0.061], "homo_ha": -0.319, "lumo_ev": 0.36, "energy_ha": -3044.7753, "smiles": "CC1(C)CCCC(C)(C)N1O.CC1(C)CCCC(C)(C)N1O.CC1(C)CCCC(C)(C)N1O.NC(N)=O.NC(N)=O.NC(N)=O.NC(N)=O.OCCO.OCCO.OCCO", "e_above_lowest_kj_mol": 56.2, "homo_lumo_gap_ev": 9.04}